9
Properties=species:S:1:pos:R:3 method="wB97M-V/def2-TZVPD" energy_ev=-19100.9355 total_charge=-1 homo_energy_ha=-0.10434
C 2.732 0.706 0.151
C 0.850 -1.268 1.354
O 3.213 0.370 1.164
O 2.706 1.531 -0.707
O 1.772 -1.985 -1.036
S 1.039 -0.742 -0.461
H 1.828 -0.934 1.742
H 0.699 -2.296 1.612
H 0.003 -0.690 1.694